Below is a 2-piece molecular cluster, C4H15N2O overall, with properties calculated with the ωB97M-V functional and the def2-TZVPD basis.

Values from the calculation:
E, eV: -9410.8637
ΔE to the lowest compared entry with this formula, charge and spin, kcal per mole: 64.5
Highest occupied orbital energy, eV: -13.07
Multiplicity: 1
Total charge: +1
Max |F|, hartree/bohr: 0.097
Orbital gap, eV: 10.12

```
22
Properties=species:S:1:pos:R:3:forces:R:3:nbo_charge:R:1
C -1.326759 -1.141400 0.297696 1.3 0.6 -0.6 -0.200
N -1.648618 -2.509806 0.091185 2.3 2.4 -0.6 -0.828
C 0.266907 -0.993385 0.014157 -1.1 -0.4 -1.8 -0.044
N 0.467526 0.522350 0.012435 1.1 0.2 -0.5 -0.518
C 1.404814 1.215402 -0.980694 4.3 -0.6 2.4 -0.459
C 0.734183 -1.490109 -1.479958 -3.3 -0.4 1.1 -0.648
H -1.744809 -0.336108 -0.420722 -0.3 -1.3 0.8 0.140
H -1.547994 -0.851451 1.336764 0.2 0.1 -0.4 0.220
H -2.266859 -3.052864 0.567327 -2.2 -1.0 1.7 0.401
H -1.591106 -2.676223 -0.856754 -0.3 -1.2 -2.0 0.364
H 0.706263 -1.423290 0.928918 0.6 0.1 -0.9 0.239
H -0.412309 0.969382 -0.113049 -1.3 0.3 -0.3 0.424
H 0.665145 0.736667 0.983024 0.7 0.6 0.1 0.446
H 1.093643 1.779513 -1.814752 -1.7 0.7 -0.3 0.256
H 2.161820 1.822780 -0.369415 -1.6 -0.4 -0.7 0.249
H 2.139109 0.528542 -1.442971 -0.9 -0.3 0.5 0.246
H 0.262472 -2.475049 -1.746213 1.0 0.5 0.8 0.251
H 0.139417 -0.871343 -2.205231 1.0 0.1 0.6 0.218
H 1.789464 -1.506077 -1.681723 0.2 0.0 0.1 0.242
H -1.138373 3.781954 2.715335 -3.0 0.5 -0.2 0.468
H 0.086022 4.327944 3.375818 0.1 0.1 0.1 0.484
O -0.239961 3.642570 2.788823 2.9 -0.7 0.0 -0.952
```
Positions in Å, forces in eV/Å.